[1]
An isolated molecule of C25H28N2O4S, computed with ωB97M-V/def2-TZVPD.

ΔE to the lowest compared entry with this formula, charge and spin   0.330 eV
Lowest unoccupied orbital energy   0.51 eV
SMILES   Cc1ccc(O[C@@H](C)C(=O)Nc2ccc(C)c(S(=O)(=O)Nc3ccc(C)cc3C)c2)cc1
Orbital gap   9.0 eV
Molar mass   452.58 g/mol

Geometry as ORCA input:
```
! RIJCOSX wB97M-V def2-TZVPD def2/J DEFGRID3
* xyz 0 1
C -2.665 -4.090 0.305
C -3.096 -2.672 0.503
C -3.479 -1.882 -0.570
C -3.792 -0.542 -0.412
C -3.720 0.035 0.849
O -3.907 1.374 1.120
C -3.983 2.288 0.045
C -4.062 3.690 0.649
C -2.771 2.217 -0.898
O -2.819 2.634 -2.031
N -1.669 1.668 -0.312
C -0.585 1.101 -0.988
C -0.059 1.653 -2.153
C 0.991 1.025 -2.789
C 1.563 -0.154 -2.306
C 2.704 -0.769 -3.051
C 1.022 -0.685 -1.144
S 1.559 -2.169 -0.276
O 2.621 -2.857 -0.945
O 0.403 -2.936 0.090
N 2.127 -1.537 1.174
C 2.865 -0.349 1.142
C 3.893 -0.238 0.215
C 4.639 0.922 0.132
C 4.380 1.992 0.976
C 5.188 3.253 0.912
C 3.355 1.865 1.905
C 2.584 0.717 2.004
C 1.482 0.623 3.019
C -0.035 -0.075 -0.495
C -3.374 -0.756 1.942
C -3.069 -2.090 1.766
H -3.124 -4.519 -0.581
H -2.914 -4.700 1.170
H -1.581 -4.105 0.175
H -3.521 -2.312 -1.560
H -4.069 0.041 -1.277
H -4.881 2.105 -0.563
H -4.941 3.767 1.283
H -3.178 3.885 1.250
H -4.125 4.425 -0.149
H -1.805 1.322 0.630
H -0.493 2.552 -2.558
H 1.390 1.455 -3.696
H 3.593 -0.150 -2.932
H 2.471 -0.815 -4.113
H 2.920 -1.766 -2.686
H 1.426 -1.592 1.895
H 4.099 -1.080 -0.425
H 5.437 0.991 -0.593
H 4.537 4.124 0.863
H 5.807 3.350 1.804
H 5.840 3.253 0.042
H 3.147 2.691 2.570
H 0.528 0.391 2.543
H 1.378 1.565 3.551
H 1.697 -0.158 3.750
H -0.452 -0.555 0.377
H -3.339 -0.298 2.920
H -2.788 -2.688 2.621
*
```

---

[2]
A structure of composition C23H41I3N2O4PS2 in a non-equilibrium geometry, computed with ωB97M-V/def2-TZVPD.

Lowest unoccupied orbital energy   -6.16 eV
Orbital gap   4.0 eV
Molar mass   885.41 g/mol

Geometry as ORCA input:
```
! RIJCOSX wB97M-V def2-TZVPD def2/J DEFGRID3
* xyz 1 1
C -4.061 1.614 0.310
C -3.980 0.758 -0.526
C -3.935 -0.333 -1.492
C -2.674 -1.219 -1.446
C -1.423 -0.307 -1.718
O -0.475 -0.275 -0.675
C -0.629 0.804 0.219
O -2.410 -1.896 -0.243
C -3.015 -3.135 0.030
S -2.944 -4.338 -1.381
C -4.527 -3.087 0.390
C -5.082 -2.220 1.563
C -4.135 -1.318 2.335
I -6.822 -1.123 0.899
C -2.060 -3.794 1.139
O -1.397 -2.782 1.854
N -1.053 -4.706 0.557
C 0.244 -4.237 0.268
I 0.538 -3.435 -1.681
C 1.285 -4.358 1.095
C 1.183 -4.968 2.469
I 3.236 -3.741 0.621
P -3.040 -4.878 2.323
S -1.972 -5.723 3.707
H -4.082 2.503 0.895
H -3.895 0.144 -2.479
H -4.867 -0.900 -1.485
H -2.741 -1.879 -2.313
H -0.890 -0.723 -2.576
H -1.742 0.701 -2.000
H 0.289 0.841 0.813
H -0.761 1.771 -0.279
H -1.441 0.615 0.925
H -4.184 -4.116 -1.848
H -4.860 -4.114 0.539
H -5.042 -2.772 -0.514
H -5.533 -2.904 2.279
H -3.473 -1.882 2.994
H -3.528 -0.676 1.707
H -4.723 -0.670 2.986
H -1.492 -2.944 2.804
H -1.028 -5.601 1.034
H 0.542 -5.845 2.466
H 0.759 -4.237 3.160
H 2.169 -5.236 2.837
H -3.699 -5.802 1.496
H -4.047 -4.105 2.904
C 5.222 5.025 -1.597
C 3.761 5.017 -1.101
C 3.692 4.885 0.431
C 4.090 3.507 0.959
C 3.282 2.390 0.300
C 3.324 2.417 -1.238
N 2.988 3.833 -1.648
O 1.824 4.034 -1.780
C 4.713 1.994 -1.748
C 2.323 1.439 -1.834
C 3.116 6.317 -1.569
H 5.592 6.047 -1.600
H 5.892 4.450 -0.963
H 5.306 4.651 -2.617
H 2.675 5.118 0.761
H 4.345 5.655 0.842
H 5.159 3.337 0.819
H 3.918 3.478 2.035
H 3.646 1.412 0.612
H 2.238 2.459 0.623
H 4.807 2.165 -2.821
H 4.833 0.928 -1.574
H 5.538 2.490 -1.246
H 1.313 1.571 -1.452
H 2.619 0.422 -1.586
H 2.291 1.522 -2.922
H 3.106 6.383 -2.658
H 3.703 7.145 -1.182
H 2.098 6.438 -1.204
*
```

---

[3]
A cluster of 2 separate species, C3H3N2O3S in total in a non-equilibrium geometry, computed with ωB97M-V/def2-TZVPD.

ΔE to the lowest compared entry with this formula, charge and spin   6.634 eV
Lowest unoccupied orbital energy (spin up / spin down)   2.06 / 3.17 eV
Orbital gap (spin up / spin down)   5.7 / 8.3 eV
Molar mass   147.14 g/mol

Geometry as ORCA input:
```
! RIJCOSX wB97M-V def2-TZVPD def2/J DEFGRID3
* xyz -1 1
C -0.862 -0.473 0.210
C -1.871 -1.418 0.719
C -0.878 1.012 0.287
N -1.274 -1.229 -0.859
N -1.651 -2.378 -0.176
O 1.911 0.809 -1.446
O 2.908 -1.206 -0.394
O 2.271 0.746 0.988
S 2.097 -0.008 -0.253
H -0.405 1.430 -0.599
H -0.338 1.337 1.174
H -1.910 1.377 0.349
*
```

---

[4]
An isolated molecule of C16H14O6 in a non-equilibrium geometry, computed with ωB97M-V/def2-TZVPD.

ΔE to the lowest compared entry with this formula, charge and spin   3.623 eV
Lowest unoccupied orbital energy   -0.51 eV
SMILES   O=CC1=CCC[C@@H](C(=O)O)[C@]2(C1)Oc1ccc(O)cc1C2=O
Orbital gap   8.5 eV
Molar mass   302.28 g/mol

Geometry as ORCA input:
```
! RIJCOSX wB97M-V def2-TZVPD def2/J DEFGRID3
* xyz 0 1
O -3.932 -0.095 -0.824
C -3.190 -0.946 -1.365
C -1.973 -1.348 -0.763
C -1.290 -2.492 -1.188
C -0.087 -3.141 -0.803
C 0.210 -3.173 0.665
C 0.667 -1.690 1.153
C 2.175 -1.731 1.207
O 2.771 -2.008 2.260
O 2.829 -1.388 0.101
C 0.014 -0.393 0.626
C -1.533 -0.568 0.505
O 0.563 0.075 -0.650
C 0.715 1.500 -0.543
C 0.899 2.397 -1.572
C 0.991 3.737 -1.353
C 0.735 4.321 -0.085
O 0.633 5.648 0.074
C 0.530 3.365 1.016
C 0.540 1.984 0.731
C 0.332 0.774 1.497
O 0.256 0.962 2.704
H -3.322 -1.270 -2.350
H -1.631 -3.003 -2.141
H 0.653 -2.530 -1.166
H -0.121 -4.080 -1.378
H -0.640 -3.532 1.260
H 1.234 -3.760 0.703
H 0.302 -1.766 2.212
H 2.121 -0.976 -0.503
H -1.815 -1.187 1.377
H -1.986 0.461 0.521
H 0.853 1.991 -2.584
H 1.026 4.453 -2.121
H 0.038 5.714 0.792
H 0.432 3.697 1.988
*
```

---

[5]
A cluster of 2 separate species, C9H14 in total in a non-equilibrium geometry, computed with ωB97M-V/def2-TZVPD.

ΔE to the lowest compared entry with this formula, charge and spin   1.902 eV
Lowest unoccupied orbital energy   1.04 eV
SMILES   Cc1ccccc1.CC
Orbital gap   9.9 eV
Molar mass   122.21 g/mol

Geometry as ORCA input:
```
! RIJCOSX wB97M-V def2-TZVPD def2/J DEFGRID3
* xyz 0 1
C 2.136 2.244 -2.468
C 1.639 1.305 -1.411
C 0.551 1.653 -0.515
C 0.400 1.001 0.611
C 1.071 -0.229 0.729
C 1.949 -0.718 -0.234
C 2.275 0.163 -1.313
H 1.168 2.760 -2.802
H 2.677 1.724 -3.268
H 2.670 3.113 -2.047
H -0.058 2.554 -0.499
H -0.401 1.341 1.221
H 0.739 -0.901 1.559
H 2.398 -1.697 -0.083
H 3.271 -0.098 -1.718
C -2.517 -1.850 0.927
C -3.122 -1.691 2.249
H -2.227 -2.892 0.601
H -3.193 -1.560 0.041
H -1.553 -1.223 0.595
H -2.815 -0.790 2.797
H -4.149 -1.673 2.083
H -2.909 -2.534 2.945
*
```

---

[6]
A cluster of 3 separate species, C27H43F3IN2O4PSSi in total in a non-equilibrium geometry, computed with ωB97M-V/def2-TZVPD.

Lowest unoccupied orbital energy   -2.26 eV
SMILES   C[Si](C)(C)c1c(I)c(OC#N)c2c(c1C[C@H](O)C(F)(F)F)C(=O)N([PH2]=S)C2=O.CCCCCC.CCCCCC
Orbital gap   6.5 eV
Molar mass   734.68 g/mol

Geometry as ORCA input:
```
! RIJCOSX wB97M-V def2-TZVPD def2/J DEFGRID3
* xyz 0 1
C -3.794 -1.270 5.027
Si -3.909 0.333 3.928
C -5.344 1.371 4.620
C -4.619 -0.306 2.222
C -2.234 1.183 3.623
C -1.747 2.495 4.385
I -2.907 3.468 5.972
C -0.377 3.211 4.102
O 0.019 4.408 4.843
C 0.676 3.986 6.050
N 1.291 3.459 6.956
C 0.628 2.700 3.043
C 0.148 1.395 2.328
C -1.177 0.616 2.574
C -1.383 -0.734 1.729
C -0.062 -1.708 1.745
O 0.296 -2.165 0.411
C -0.447 -3.072 2.555
F 0.743 -3.889 2.581
F -0.710 -2.765 3.943
F -1.498 -3.808 1.944
C 1.381 1.179 1.349
O 1.560 0.484 0.319
N 2.541 2.057 1.737
P 3.264 2.879 0.304
S 5.187 2.519 0.189
C 2.064 3.204 2.565
O 2.627 4.279 2.873
H -3.512 -2.169 4.360
H -3.087 -1.114 5.913
H -4.867 -1.487 5.416
H -5.369 1.438 5.770
H -5.185 2.465 4.256
H -6.374 1.068 4.182
H -4.385 -1.410 2.036
H -5.761 -0.150 2.158
H -4.169 0.392 1.410
H -1.668 -0.436 0.651
H -2.212 -1.419 2.116
H 0.815 -1.258 2.323
H -0.361 -1.853 -0.249
H 2.677 2.437 -0.933
H 3.121 4.302 0.347
C -3.037 -1.054 -4.910
C -4.320 -0.301 -4.587
C -4.113 0.855 -3.607
C -3.608 0.452 -2.219
C -4.487 -0.550 -1.468
C -5.882 -0.021 -1.169
H -2.612 -1.528 -4.022
H -3.236 -1.841 -5.642
H -2.286 -0.381 -5.335
H -5.070 -1.000 -4.205
H -4.727 0.105 -5.519
H -5.056 1.403 -3.507
H -3.399 1.565 -4.041
H -3.507 1.360 -1.611
H -2.597 0.037 -2.305
H -3.998 -0.796 -0.519
H -4.560 -1.488 -2.026
H -5.832 0.896 -0.575
H -6.450 -0.762 -0.600
H -6.439 0.190 -2.085
C 4.485 -1.214 -2.079
C 5.766 -0.392 -2.112
C 6.270 -0.115 -3.530
C 6.652 -1.356 -4.343
C 7.722 -2.248 -3.710
C 9.061 -1.547 -3.530
H 4.630 -2.208 -2.510
H 4.150 -1.348 -1.046
H 3.684 -0.711 -2.630
H 6.539 -0.892 -1.520
H 5.574 0.567 -1.620
H 7.131 0.560 -3.470
H 5.497 0.433 -4.081
H 7.002 -1.029 -5.329
H 5.757 -1.960 -4.528
H 7.870 -3.120 -4.355
H 7.377 -2.635 -2.747
H 9.445 -1.188 -4.490
H 9.796 -2.240 -3.111
H 8.984 -0.696 -2.849
*
```

---

So what do the calculations give for DFT total energy? Going down the list: -1778.14081, -3341.77950, -849.35989, -1069.44172, -351.26028, -3091.13972 hartree.